[1]
Computed, not measured: C2H5NO2 in the gas phase in a non-equilibrium geometry, with ωB97M-V/def2-TZVPD.

Results
* energy above the lowest of the compared OMol25 structures with the same formula, charge and spin: 672.0 kJ/mol
* LUMO: 0.0197 Ha
* DFT total energy: -7733.787 eV

```
10
Properties=species:S:1:pos:R:3:forces:R:3:lowdin_charge:R:1
C 1.16600 -1.15149 0.09301 -3.699 -0.401 1.305 -0.038
C -1.34181 0.99219 -1.32645 2.281 -1.890 -1.829 0.087
N -0.61790 0.56346 -0.41683 1.001 -0.181 1.873 -0.243
O -0.78692 0.80430 1.06193 0.379 0.431 -0.630 -0.029
O 0.63236 -0.00605 -0.67034 1.230 0.029 0.360 -0.134
H 2.20113 -1.32127 -0.10764 0.351 0.282 -0.695 0.077
H 0.48845 -2.01735 -0.07964 0.849 0.174 -0.776 0.092
H -2.14635 1.47835 -0.96591 -2.746 1.780 1.384 -0.007
H 1.00327 -1.11054 1.18515 0.428 1.041 -0.311 0.077
H -0.59824 1.76839 1.22672 -0.073 -1.265 -0.680 0.117
```
Forces are in eV/Å.

[2]
Computed, not measured: 21 unconnected molecules or ions with the total composition C34H38Cl60N4O4S2 in a non-equilibrium geometry, with ωB97M-V/def2-TZVPD.

Results
* LUMO: -0.0436 Ha
* DFT total energy: -823032.000 eV

```
142
Properties=species:S:1:pos:R:3:forces:R:3:lowdin_charge:R:1
C -1.58156 2.12686 2.46357 0.775 0.755 -0.264 -0.061
C -1.52596 0.91799 2.44165 0.922 -1.821 -0.605 -0.128
C -1.12931 -0.62020 2.35038 -0.130 1.425 1.282 -0.179
C 0.21584 -0.84050 1.54160 -0.019 0.483 0.077 -0.183
C 0.07500 -0.87431 -0.04635 -0.867 -0.830 -0.570 -0.148
C -1.36933 -0.41926 -0.57481 3.119 -0.839 1.030 -0.290
N -1.45186 0.87978 -0.98055 -0.911 -1.813 0.217 0.108
N -2.64846 1.25208 -1.37724 -0.899 -1.507 0.249 0.040
C -3.59082 0.27418 -1.31488 -2.455 -0.037 -0.270 -0.563
S -5.29412 0.82306 -1.83289 0.940 -0.243 0.483 0.925
C -6.48863 -0.49257 -1.34961 -0.713 -1.548 0.414 -0.357
C -7.52288 -0.05388 -0.22913 -0.107 -0.178 -0.012 -0.466
O -8.01537 1.03309 -0.14885 0.533 -0.303 -0.261 0.116
O -7.89570 -1.06579 0.69122 1.214 1.221 -0.691 -0.044
C -7.72335 -0.61984 2.04100 -0.219 -1.117 2.506 -0.196
C -6.18110 -0.64033 2.51822 -1.186 2.671 -0.962 -0.251
C -5.63877 0.86233 2.32974 0.561 -0.924 -0.454 -0.020
O -5.40222 -1.48999 1.64249 0.154 -1.406 1.304 -0.052
C -5.54364 -2.84221 1.95743 1.032 -1.499 0.140 -0.461
O -6.57569 -3.46202 1.94042 0.204 1.178 0.057 0.108
C -4.22620 -3.67511 2.32371 -0.379 1.493 -0.290 -0.395
S -3.47170 -4.50982 0.83468 -0.728 0.519 0.314 0.600
N -3.50488 -1.03329 -0.94937 0.733 1.643 -0.302 0.048
N -2.31169 -1.40578 -0.55036 0.645 1.910 -0.364 0.101
H -1.48669 3.24276 2.52592 -0.325 -1.999 -0.265 0.050
H -2.00010 -1.25809 2.02978 0.936 0.757 0.041 0.081
H -0.90806 -0.91922 3.42977 -0.339 0.373 -1.348 0.118
H 0.67756 -1.80488 1.91710 -0.524 1.085 -0.592 0.105
H 0.91993 0.00278 1.82185 -0.833 -1.024 -0.238 0.118
H 0.22839 -1.96624 -0.37372 -0.540 1.767 0.450 0.061
H 0.88523 -0.28130 -0.57149 -1.115 -0.496 0.773 0.088
H -7.06568 -0.76848 -2.29326 0.622 0.504 1.247 0.101
H -6.01201 -1.45009 -0.98588 -0.173 1.248 -0.504 0.080
H -8.25203 -1.35944 2.72390 0.568 0.725 -1.358 0.081
H -8.22140 0.37883 2.25955 0.865 -1.144 -0.611 0.111
H -6.05987 -0.92265 3.60177 -0.326 -0.084 -1.171 0.161
H -6.46769 1.58935 2.09128 0.892 -0.829 0.544 0.086
H -5.05896 1.16741 3.24844 -0.626 -0.176 -1.306 0.023
H -4.96917 0.83905 1.40471 -0.605 0.215 1.335 0.083
H -4.54034 -4.49839 3.02360 0.277 0.898 -0.836 0.080
H -3.43594 -3.02476 2.79702 -0.941 -0.616 -0.467 0.063
H -3.97413 -3.87288 -0.29686 0.180 -0.118 1.319 -0.116
C 3.92899 -2.19765 -0.54808 -0.159 0.179 0.040 -1.544
Cl 3.86669 -2.81703 1.10778 0.048 -0.023 -0.085 0.528
Cl 2.46956 -2.65833 -1.43603 0.364 -0.154 -0.123 0.575
Cl 4.14031 -0.44405 -0.54318 -0.233 -0.149 -0.030 0.490
H 4.78231 -2.64057 -1.04664 -0.128 0.070 0.072 -0.092
C 7.73446 -3.26371 -0.20297 0.275 0.210 0.130 -1.496
Cl 9.45664 -3.40277 -0.57272 -0.152 -0.059 0.024 0.544
Cl 7.28432 -1.56759 0.03148 0.070 -0.308 -0.045 0.535
Cl 6.76738 -4.00195 -1.48939 0.073 -0.094 -0.021 0.579
H 7.53856 -3.79934 0.72142 -0.021 0.056 -0.140 0.023
C 5.48547 3.37272 -0.54736 0.009 0.138 0.105 -1.528
Cl 6.17434 4.86538 0.10357 -0.109 -0.095 -0.136 0.503
Cl 6.42594 1.97786 0.00233 0.030 0.130 -0.063 0.497
Cl 3.78887 3.20668 -0.07708 0.106 -0.015 -0.083 0.521
H 5.53679 3.41596 -1.63140 -0.010 -0.026 0.144 0.015
C -11.69681 -1.57598 1.87242 -0.046 -0.074 0.005 -1.524
Cl -11.82341 -3.28652 2.28883 0.017 0.042 -0.076 0.523
Cl -13.29643 -0.83016 1.76409 0.123 -0.042 -0.022 0.528
Cl -10.69082 -0.73759 3.05804 -0.474 0.064 0.042 0.587
H -11.21649 -1.49748 0.90134 -0.037 0.022 0.139 0.016
C -4.11505 3.86895 5.53182 -0.137 -0.135 -0.012 -1.508
Cl -3.36452 2.77860 4.35625 -0.291 0.439 0.701 0.612
Cl -5.64091 4.50681 4.90350 0.092 0.010 0.034 0.521
Cl -4.37579 3.03959 7.07261 0.039 0.080 -0.051 0.520
H -3.44113 4.70311 5.70310 -0.098 -0.111 -0.015 0.016
C 8.90965 7.40561 2.36439 -0.114 0.140 0.137 -1.501
Cl 7.54011 8.11040 1.49855 0.203 -0.202 -0.096 0.486
Cl 8.80883 7.77847 4.08918 -0.122 0.031 -0.307 0.526
Cl 8.98096 5.65568 2.10977 0.063 0.075 0.007 0.533
H 9.82325 7.84310 1.97264 -0.122 -0.062 0.044 0.022
C -3.42640 -7.10069 -2.22981 0.076 0.116 0.147 -1.537
Cl -3.57633 -8.82210 -1.85236 0.011 0.050 -0.102 0.540
Cl -5.01700 -6.33057 -2.25926 0.124 -0.057 -0.030 0.532
Cl -2.36634 -6.29489 -1.06309 0.278 -0.517 -0.661 0.486
H -2.98330 -7.00816 -3.21877 -0.106 -0.073 0.472 -0.087
C 5.41021 10.62401 -1.09122 -0.099 0.173 0.132 -1.543
Cl 5.05926 8.94305 -0.66867 0.029 0.087 -0.012 0.493
Cl 3.92542 11.58150 -1.11345 0.121 -0.078 -0.076 0.509
Cl 6.57723 11.31724 0.04213 0.166 0.152 -0.623 0.497
H 5.84229 10.64007 -2.09063 -0.232 0.083 0.548 -0.096
C 4.69059 11.65444 3.60847 -0.005 -0.143 -0.011 -1.518
Cl 4.22225 11.15929 5.24098 0.037 0.084 -0.046 0.525
Cl 5.71746 10.42661 2.85801 -0.273 0.051 0.645 0.468
Cl 3.25718 11.96100 2.61855 0.165 -0.044 0.098 0.499
H 5.25887 12.57696 3.68125 -0.090 -0.117 -0.007 0.019
C -2.30727 5.65313 -1.69278 -0.041 0.079 -0.017 -1.536
Cl -0.65099 5.86277 -1.10736 -0.097 -0.057 -0.032 0.511
Cl -3.43100 6.63380 -0.74209 0.046 -0.093 -0.028 0.516
Cl -2.41684 6.06769 -3.40979 0.052 -0.179 0.400 0.483
H -2.58164 4.60949 -1.57450 0.039 0.083 -0.012 0.003
C -8.58228 -5.80104 3.01833 -0.024 0.066 -0.040 -1.543
Cl -7.20304 -6.84849 3.37274 -0.040 0.122 -0.021 0.507
Cl -9.66805 -6.57240 1.85415 0.060 0.054 0.056 0.517
Cl -9.45101 -5.38967 4.50340 0.046 0.001 -0.065 0.513
H -8.20586 -4.88167 2.57839 -0.006 -0.156 0.049 -0.022
C -3.36768 -9.82623 1.87793 -0.049 -0.019 0.103 -1.546
Cl -2.10643 -9.29160 2.99662 -0.037 -0.001 -0.095 0.521
Cl -3.33772 -11.58500 1.70163 0.014 0.123 0.023 0.505
Cl -4.95653 -9.28103 2.42681 0.105 -0.026 -0.113 0.508
H -3.17251 -9.38314 0.90670 -0.019 -0.024 0.102 -0.040
C 11.36573 5.06313 5.04098 0.006 0.011 0.098 -1.556
Cl 11.24185 6.59845 5.90771 0.246 -0.187 0.110 0.493
Cl 13.05000 4.53053 4.95574 -0.092 0.034 -0.048 0.521
Cl 10.36219 3.83010 5.81371 0.029 0.086 -0.106 0.520
H 11.00294 5.21270 4.02808 0.019 -0.025 0.138 -0.040
C -2.32718 -14.50987 -1.17440 0.084 0.038 -0.011 -1.547
Cl -1.26758 -14.67047 0.23169 -0.115 0.003 -0.059 0.517
Cl -2.55427 -12.80679 -1.58976 -0.016 -0.111 -0.059 0.495
Cl -1.67249 -15.40452 -2.55181 -0.080 0.026 0.082 0.520
H -3.29544 -14.93176 -0.92224 0.130 0.059 -0.037 0.016
C 0.70927 14.39579 -0.74816 0.066 0.048 -0.002 -1.533
Cl 1.80291 14.04483 0.59666 -0.149 0.060 -0.137 0.489
Cl 0.75680 16.11557 -1.15584 -0.047 -0.106 0.036 0.523
Cl 1.12024 13.41159 -2.15826 -0.077 0.040 0.087 0.511
H -0.30156 14.14568 -0.44039 0.138 0.031 -0.046 0.015
C 8.71459 -6.27935 -3.96503 -0.130 -0.063 -0.149 -1.531
Cl 10.45314 -6.35462 -3.64372 -0.061 0.094 0.038 0.549
Cl 8.37927 -5.16801 -5.29817 0.017 -0.034 0.151 0.527
Cl 8.07463 -7.88925 -4.32071 0.042 0.259 0.060 0.525
H 8.21913 -5.90386 -3.07453 0.110 -0.037 -0.099 -0.036
C 11.15584 -9.86547 -2.80776 0.003 -0.116 0.008 -1.560
Cl 9.64061 -10.69587 -3.17717 0.139 -0.075 0.063 0.499
Cl 11.34748 -9.66847 -1.06096 -0.021 0.054 -0.108 0.517
Cl 12.52995 -10.74556 -3.48869 -0.070 0.087 0.017 0.523
H 11.12318 -8.87980 -3.26073 -0.020 -0.140 0.058 -0.063
C 5.62439 7.89700 -4.44721 -0.202 -0.131 0.142 -1.507
Cl 6.40662 9.36151 -3.83664 0.275 -0.252 -0.603 0.584
Cl 6.49833 6.45551 -3.91385 -0.024 0.112 -0.051 0.525
Cl 3.94169 7.84130 -3.91352 0.077 -0.039 -0.164 0.526
H 5.64085 7.92487 -5.53255 0.029 0.031 0.150 0.017
C -0.81177 5.70791 -7.32983 0.010 0.091 0.003 -1.538
Cl 0.84038 5.91469 -6.73846 -0.064 -0.058 -0.013 0.516
Cl -1.93270 6.68963 -6.37819 0.051 -0.011 -0.364 0.492
Cl -0.91994 6.12733 -9.04403 0.000 -0.074 0.102 0.521
H -1.08667 4.66367 -7.21556 0.025 0.145 -0.006 0.016
C -4.04088 -8.88920 -6.11503 -0.080 -0.241 0.099 -1.513
Cl -3.48093 -7.35299 -5.43626 -0.057 -0.022 -0.544 0.576
Cl -2.98795 -10.21383 -5.60516 -0.058 0.118 -0.070 0.528
Cl -5.71253 -9.20476 -5.63824 0.137 0.063 -0.060 0.534
H -4.00136 -8.81812 -7.19781 0.014 0.037 0.152 0.015
```
Forces are in eV/Å.

Q: Number 2 is which compound?
A: C34H38Cl60N4O4S2

Q: The highest LUMO belongs to which entry?
A: C2H5NO2